The following is a DFT calculation (ωB97M-V/def2-TZVPD) of one molecule with the formula C5H7N.

Each line ends with the Mulliken charge.
Atoms and positions in Å:
N1 -1.431 -0.669 -0.548  -0.46
C1 -0.412 -1.249 -0.898  0.73
C2 0.664 -1.884 -1.295  -0.95
C3 -0.066 0.629 1.089  -0.05
C4 -1.337 0.542 0.293  -0.52
C5 0.997 1.328 0.705  -0.63
H1 1.166 -1.580 -2.206  0.25
H2 1.076 -2.693 -0.704  0.25
H3 -0.016 0.015 1.988  0.30
H4 -2.216 0.543 0.945  0.27
H5 -1.433 1.401 -0.380  0.32
H6 0.985 1.925 -0.205  0.23
H7 1.923 1.321 1.274  0.26

Output
energy relative to the best compared isomer or geometry (same formula, charge and spin) = 50.6 kcal/mol
SMILES = C=C=NCC=C
2S+1 = 1
charge = 0
frontier orbital gap = 9.984 eV
highest occupied orbital energy = -8.89 eV

The following is a DFT calculation (ωB97M-V/def2-TZVPD) of an isolated ion of composition CH2N2O4P and charge +1 at a distorted geometry.

Each line ends with the Mulliken charge.
Atoms and positions in Å:
C1 -1.262 -1.510 -2.335  0.34
N1 0.055 -0.258 -0.709  -0.15
N2 -0.648 -0.404 0.481  -0.08
O1 -3.037 1.869 -1.585  -0.45
O2 -2.031 -0.672 -2.281  -0.02
O3 -0.432 0.907 -1.384  -0.21
O4 -1.980 0.068 0.153  -0.20
P1 -2.026 0.952 -1.184  1.16
H1 1.032 -0.306 -0.701  0.30
H2 -0.377 0.188 1.290  0.31

Output
energy relative to the best compared isomer or geometry (same formula, charge and spin) = 49.6 kcal/mol
2S+1 = 1
charge = +1
frontier orbital gap = 9.548 eV
highest occupied orbital energy = -15.49 eV

The following is a DFT calculation (ωB97M-V/def2-TZVPD) of a 2-piece molecular cluster, C9H23N4 overall at a distorted geometry.

Each line ends with the Mulliken charge.
Atoms and positions in Å:
C1 -1.482 -0.147 -0.725  0.25
C2 0.185 2.600 0.749  -1.67
C3 0.626 0.513 2.061  -1.46
C4 2.603 1.736 1.141  -1.78
C5 -3.975 -0.127 -1.057  -0.90
C6 1.639 1.103 -1.443  -1.01
C7 -0.660 -2.971 0.394  -0.94
C8 1.321 -2.380 -0.888  -0.84
C9 1.181 1.372 0.908  1.95
N1 -2.631 -0.743 -0.896  -0.15
N2 -0.362 -0.713 -0.626  -0.01
N3 1.419 0.503 -0.207  -0.10
N4 -0.011 -2.070 -0.554  0.00
H1 -1.427 0.966 -0.566  0.13
H2 -0.077 2.531 -0.286  0.39
H3 -0.665 2.445 1.399  0.37
H4 0.603 3.542 0.896  0.42
H5 1.336 -0.249 2.445  0.35
H6 -0.328 -0.038 1.689  0.20
H7 0.304 1.094 3.018  0.39
H8 2.764 2.046 2.174  0.45
H9 3.142 0.947 0.681  0.38
H10 2.767 2.765 0.641  0.40
H11 -4.665 -0.697 -1.643  0.33
H12 -4.021 0.926 -1.591  0.31
H13 -4.412 -0.011 0.067  0.28
H14 2.324 1.895 -1.254  0.41
H15 2.019 0.374 -2.103  0.31
H16 0.726 1.329 -2.018  0.37
H17 0.043 -3.697 0.797  0.42
H18 -1.018 -2.393 1.353  0.27
H19 -1.558 -3.444 -0.145  0.27
H20 1.967 -2.221 -0.076  0.37
H21 1.527 -3.438 -1.270  0.36
H22 1.526 -1.701 -1.781  0.18
H23 -2.726 -1.647 -1.283  0.29

Output
energy relative to the best compared isomer or geometry (same formula, charge and spin) = 136.6 kcal/mol
2S+1 = 1
charge = +1
frontier orbital gap (spin up / spin down) = 6.613 / 8.284 eV
highest occupied orbital energy (spin up / spin down) = -11.66 / -12.11 eV

The following is a DFT calculation (ωB97M-V/def2-TZVPD) of a 2-piece molecular cluster, C11H8Cl4NO3S2 overall at a distorted geometry.

Each line ends with the Mulliken charge.
Atoms and positions in Å:
Cl1 -2.139 3.188 2.539  -0.16
C1 -1.306 1.697 2.628  0.25
C2 -2.022 0.512 2.662  0.23
Cl2 -3.723 0.489 2.646  -0.14
C3 -1.375 -0.798 2.742  0.29
O1 -1.988 -1.857 2.821  -0.53
C4 0.182 -0.810 2.731  0.30
O2 0.786 -1.875 2.748  -0.45
C5 0.840 0.499 2.736  0.25
Cl3 2.539 0.459 2.800  -0.12
C6 0.135 1.690 2.666  0.23
Cl4 0.985 3.173 2.604  -0.16
C7 -2.037 -6.817 -1.809  -0.60
C8 -1.415 -6.078 -0.634  -0.50
N1 -0.121 -5.531 -1.064  -0.05
C9 0.751 -5.116 -0.034  0.23
S1 0.503 -5.782 1.485  -0.54
S2 1.915 -3.962 -0.388  -0.54
C10 -0.217 -4.657 -2.238  -0.53
C11 -0.839 -5.475 -3.360  -0.61
O3 -2.119 -6.004 -2.986  -0.35
H1 -1.435 -7.724 -2.010  0.33
H2 -3.082 -7.095 -1.599  0.31
H3 -2.103 -5.276 -0.298  0.25
H4 -1.257 -6.795 0.183  0.36
H5 -0.845 -3.768 -2.033  0.26
H6 0.789 -4.342 -2.540  0.37
H7 -1.050 -4.858 -4.246  0.32
H8 -0.140 -6.294 -3.620  0.33

Output
energy relative to the best compared isomer or geometry (same formula, charge and spin) = 21.9 kcal/mol
2S+1 = 1
charge = -1
frontier orbital gap = 2.762 eV
highest occupied orbital energy = -3.08 eV

The following is a DFT calculation (ωB97M-V/def2-TZVPD) of one molecule with the formula C6H11NO at a distorted geometry.

Each line ends with the Mulliken charge.
Atoms and positions in Å:
C1 0.831 -1.288 -0.181  0.14
C2 -0.316 -1.426 0.719  -0.74
C3 -0.137 2.416 1.026  -1.23
C4 0.812 -1.642 -1.632  -1.35
C5 0.413 1.007 0.941  0.54
C6 -0.351 0.014 0.208  0.36
N1 -1.447 0.353 -0.610  -0.54
O1 1.540 0.748 1.369  -0.64
H1 1.809 -1.332 0.283  0.40
H2 -1.259 1.089 -1.278  0.26
H3 -2.312 0.516 -0.112  0.25
H4 -1.151 -2.007 0.340  0.33
H5 -0.107 -1.562 1.772  0.27
H6 0.467 2.987 1.726  0.35
H7 -0.091 2.906 0.055  0.28
H8 -1.168 2.417 1.368  0.33
H9 -0.195 -1.557 -2.043  0.34
H10 1.487 -0.972 -2.172  0.30
H11 1.175 -2.666 -1.780  0.37

Output
energy relative to the best compared isomer or geometry (same formula, charge and spin) = 46.5 kcal/mol
SMILES = CC(=O)[C@]1(N)C[C@H]1C
2S+1 = 1
charge = 0
frontier orbital gap = 9.351 eV
highest occupied orbital energy = -8.48 eV

The following is a DFT calculation (ωB97M-V/def2-TZVPD) of a 10-piece molecular cluster, C12H26O16 overall at a distorted geometry.

Each line ends with the Mulliken charge.
Atoms and positions in Å:
C1 9.510 -12.644 -14.116  -0.72
C2 9.712 -14.050 -13.635  0.54
O1 9.896 -14.311 -12.446  -0.72
O2 9.589 -14.991 -14.519  -0.77
H1 9.200 -12.027 -13.272  0.25
H2 8.690 -12.430 -14.802  0.26
H3 10.466 -12.260 -14.472  0.16
C3 12.809 -7.385 -18.336  -0.71
C4 13.451 -6.113 -18.908  0.53
O3 13.083 -4.926 -18.659  -0.79
O4 14.488 -6.332 -19.523  -0.69
H4 12.161 -7.866 -19.068  0.19
H5 12.151 -7.044 -17.536  0.24
H6 13.581 -8.049 -17.946  0.23
C5 16.389 -12.938 -14.497  -0.72
C6 17.285 -13.656 -15.491  0.53
O5 17.886 -12.967 -16.329  -0.72
O6 17.469 -14.891 -15.374  -0.75
H7 16.030 -13.621 -13.727  0.26
H8 15.479 -12.666 -15.032  0.19
H9 16.912 -12.147 -13.960  0.22
C7 5.209 -8.416 -9.864  -0.72
C8 4.371 -9.047 -8.895  0.53
O7 4.157 -8.578 -7.739  -0.81
O8 3.936 -10.178 -9.088  -0.69
H10 5.398 -8.979 -10.778  0.30
H11 6.193 -8.369 -9.397  0.18
H12 4.973 -7.393 -10.158  0.22
C9 12.855 -14.267 -20.415  -0.68
C10 12.950 -14.827 -21.813  0.53
O9 13.868 -14.403 -22.550  -0.73
O10 12.113 -15.730 -22.163  -0.77
H13 13.703 -14.454 -19.755  0.21
H14 11.973 -14.712 -19.955  0.24
H15 12.669 -13.193 -20.448  0.19
C11 2.630 -11.515 -15.931  -0.73
C12 2.021 -12.778 -15.347  0.52
O11 2.798 -13.649 -14.957  -0.69
O12 0.813 -12.995 -15.243  -0.77
H16 2.376 -10.704 -15.248  0.18
H17 2.160 -11.272 -16.884  0.21
H18 3.698 -11.434 -16.130  0.28
O13 5.763 -9.236 -20.320  -0.66
H19 6.015 -8.317 -20.232  0.31
H20 6.394 -9.711 -19.779  0.35
O14 13.667 -19.012 -15.579  -0.69
H21 14.520 -18.577 -15.565  0.34
H22 13.040 -18.318 -15.378  0.35
O15 12.878 -18.912 -11.193  -0.69
H23 12.397 -18.085 -11.189  0.36
H24 13.208 -18.993 -12.088  0.33
O16 10.697 -13.223 -7.231  -0.69
H25 10.627 -13.318 -8.180  0.36
H26 9.890 -12.778 -6.973  0.32

Output
2S+1 = 1
charge = -6
frontier orbital gap = 5.435 eV
highest occupied orbital energy = 4.00 eV

no.,molecular weight (g mol⁻¹)
1,81.12
2,137.01
3,187.31
4,408.13
5,113.16
6,426.32